C29H22N4O5PRe | wB97M-V/def2-TZVPD

Structure (XYZ):
```
62
Properties=species:S:1:pos:R:3
Re -1.53 0.23 0.69
O -4.07 -0.20 -2.59
C -3.37 0.14 -1.58
O -2.42 -0.52 -1.12
C -3.77 1.44 -0.92
C -4.76 2.31 -1.31
C -4.94 3.46 -0.54
C -4.15 3.70 0.58
C -3.18 2.77 0.90
N -3.01 1.68 0.15
C -2.19 2.75 2.05
O -2.14 3.65 2.96
O -1.40 1.80 2.11
H -3.79 -1.05 -2.99
H -5.37 2.11 -2.18
H -5.71 4.18 -0.82
H -4.31 4.60 1.17
H -2.76 4.39 2.89
C 1.24 2.13 -4.12
C 0.36 2.65 -3.17
C 0.22 1.99 -1.96
C 0.96 0.83 -1.69
C 1.83 0.32 -2.65
C 1.96 0.98 -3.86
P 0.77 0.18 -0.06
C 1.62 -2.57 -0.26
C 2.42 -3.12 0.73
C 3.30 -4.13 0.38
C 3.37 -4.57 -0.93
C 2.56 -4.01 -1.91
C 1.67 -3.00 -1.58
C 2.07 0.72 1.02
C 1.83 1.14 2.33
C 2.89 1.49 3.15
C 4.19 1.43 2.67
C 4.44 1.01 1.36
C 3.39 0.67 0.53
H 1.36 2.64 -5.07
H -0.18 3.56 -3.37
H -0.43 2.42 -1.19
H 2.41 -0.58 -2.46
H 2.65 0.59 -4.61
H 2.37 -2.75 1.75
H 3.92 -4.58 1.14
H 4.06 -5.36 -1.19
H 2.61 -4.37 -2.93
H 1.00 -2.58 -2.32
H 0.82 1.18 2.72
H 2.70 1.82 4.16
H 5.02 1.70 3.31
H 5.45 0.96 0.99
H 3.60 0.35 -0.48
N -2.95 -2.83 2.97
C -2.19 -2.13 2.17
O -2.57 -0.90 1.86
C -0.97 -2.58 1.59
C -0.41 -1.56 0.85
N 0.69 -1.51 0.09
C -0.50 -3.89 1.85
N -0.17 -4.95 2.15
H -3.80 -2.45 3.35
H -2.68 -3.77 3.24
```

Output
Total charge: +3
Spin multiplicity: 2
E_tot in Eh: -2132.2313
Gap between HOMO and LUMO (alpha / beta) in eV: 4.812 / 4.964
Relative energy (zero: lowest compared OMol25 entry of this formula, charge and spin) in kcal per mole: 24.4


C4H7NO | wB97M-V/def2-TZVPD

Structure (XYZ):
```
13
Properties=species:S:1:pos:R:3
C -0.44 -0.73 -1.44
C -0.71 0.33 -0.37
C 0.46 0.56 0.59
O 0.04 1.40 1.65
C 0.95 -0.70 1.19
N 1.33 -1.63 1.77
H -1.34 -0.87 -2.05
H 0.37 -0.44 -2.12
H -0.19 -1.69 -0.99
H -1.58 0.05 0.23
H -0.94 1.30 -0.84
H 1.30 1.02 0.04
H 0.73 1.40 2.33
```

Output
SMILES: CC[C@@H](O)C#N
E_tot in Eh: -286.5902
Gap between HOMO and LUMO in eV: 12.072
Relative energy (zero: lowest compared OMol25 entry of this formula, charge and spin) in kcal per mole: 26.0


Question: The highest E_tot belongs to which entry?
Answer: C4H7NO


Question: Which of these has the lowest E_tot?
Answer: C29H22N4O5PRe


Question: Number 2 is which compound?
Answer: C4H7NO


Question: E_tot of number 1 (C29H22N4O5PRe)?
Answer: -2132.2313 Eh